# 1
# C39H30N6O5RuS3

C39H30N6O5RuS3 as an isolated structure (ωB97M-V with the def2-TZVPD basis set, OMol25).

Structure (XYZ):
```
84
Properties=species:S:1:pos:R:3:forces:R:3
Ru 0.0050 -0.1992 -0.4970 -0.7 0.4 -0.2
C 1.6348 -6.8577 0.4100 0.0 0.0 0.0
O 2.8326 -6.0913 0.4824 0.0 -0.1 0.0
C 2.7558 -4.7730 0.2793 -0.1 0.0 0.0
C 3.9928 -4.0840 0.3555 0.0 0.0 0.0
C 4.0145 -2.7458 0.1513 0.0 0.0 0.0
C 2.8353 -1.9954 -0.1346 0.0 0.0 0.0
C 2.9423 -0.6299 -0.5056 -0.1 0.1 -0.1
C 4.2587 0.0906 -0.5493 0.0 0.0 -0.1
O 1.9615 0.0818 -0.8754 0.1 0.1 0.2
C 1.5911 -2.7009 -0.1718 0.0 0.1 0.2
O 0.4339 -2.1387 -0.3674 -0.1 0.0 -0.4
C 1.5849 -4.0950 0.0213 0.0 -0.1 0.0
H 1.9285 -7.8857 0.5943 0.0 0.0 0.0
H 1.1817 -6.7765 -0.5794 0.0 0.0 0.0
H 0.9228 -6.5372 1.1725 0.0 0.0 0.0
H 4.8903 -4.6484 0.5631 0.0 0.0 0.0
H 4.9659 -2.2368 0.1883 0.0 0.0 0.0
H 4.7686 -0.1292 -1.4896 0.0 0.0 0.0
H 4.9155 -0.1980 0.2661 0.0 0.0 0.0
H 4.0609 1.1592 -0.4980 0.0 0.0 0.0
H 0.6275 -4.5911 -0.0261 0.0 0.0 0.0
S 2.1540 0.4215 6.1529 0.0 -0.1 0.0
C 3.5971 1.3259 6.2436 0.0 0.0 0.0
C 3.9473 1.8447 5.0357 0.0 0.0 0.0
C 3.0274 1.5022 4.0134 0.0 0.1 0.0
C 1.9959 0.7256 4.4659 0.0 0.0 0.0
C 0.8681 0.2073 3.6912 0.0 0.0 0.1
C 0.9443 0.2600 2.2858 0.1 -0.1 0.0
N -0.0370 -0.1378 1.5048 0.7 0.1 0.2
C -1.1577 -0.6514 2.0638 0.0 0.1 0.2
C -1.3120 -0.7863 3.4390 -0.1 0.0 0.0
C -2.5320 -1.3739 3.9254 0.0 0.0 0.0
C -3.4921 -1.7987 3.0736 0.0 0.0 0.0
C -3.3313 -1.6669 1.6503 0.0 0.0 0.1
C -4.2571 -2.1112 0.6985 0.0 0.0 -0.1
C -3.9964 -1.9694 -0.6522 -0.1 0.0 0.1
C -2.7969 -1.3321 -1.0235 0.0 0.1 0.1
N -1.9259 -0.8762 -0.1422 -0.2 -0.1 -0.2
C -2.1692 -1.0684 1.1747 -0.2 0.0 -0.2
C -4.9304 -2.4464 -1.6784 0.0 0.0 0.0
C -6.1152 -3.1014 -1.4907 -0.1 0.0 0.0
C -6.7765 -3.4177 -2.7035 0.0 0.0 0.0
C -6.0833 -2.9983 -3.7954 0.0 0.0 0.0
S -4.6272 -2.2240 -3.3611 0.0 0.0 0.0
C -0.2664 -0.3358 4.2566 0.0 0.1 0.0
H 4.1101 1.4288 7.1859 0.0 0.0 0.0
H 4.8227 2.4574 4.8811 0.0 0.0 0.0
H 3.1125 1.8550 2.9943 0.0 0.0 0.0
H 1.8147 0.6516 1.7875 0.0 -0.1 0.1
H -2.6619 -1.4765 4.9950 0.0 0.0 0.0
H -4.4003 -2.2501 3.4515 0.0 0.0 0.0
H -5.1744 -2.5776 1.0348 0.0 0.0 0.0
H -2.5472 -1.1598 -2.0603 0.0 -0.1 0.0
H -6.5146 -3.3559 -0.5193 0.0 0.0 0.0
H -7.7236 -3.9329 -2.7595 0.0 0.0 0.0
H -6.3485 -3.1055 -4.8345 0.0 0.0 0.0
H -0.3669 -0.4087 5.3331 0.0 0.0 0.0
N 2.8748 6.5856 -3.8743 -0.1 -0.1 0.0
C 2.2740 5.7601 -2.9617 0.0 0.1 0.0
C 2.7113 4.4372 -2.8015 0.0 0.0 0.0
C 2.0915 3.6037 -1.8946 0.0 0.0 -0.1
C 1.0201 4.0727 -1.1448 -0.1 0.0 0.0
C 0.5679 5.3752 -1.2975 0.0 0.0 0.0
C 1.1949 6.2163 -2.1914 0.0 0.0 0.0
S 0.2713 3.0169 0.0257 0.3 0.1 0.2
O 1.3413 2.3459 0.7339 -0.1 0.3 -0.2
O -0.6912 3.7439 0.7981 0.0 -0.1 -0.1
N -0.4384 1.7930 -0.8458 0.5 -0.7 0.8
C -1.4000 2.0955 -1.7667 -0.3 -0.1 -0.7
N -1.8324 1.0289 -2.4628 0.1 0.1 -0.1
C -2.7827 1.2543 -3.3652 0.1 0.0 0.0
C -3.2994 2.5119 -3.6080 0.0 0.1 0.0
C -2.7423 3.5447 -2.8679 -0.1 0.0 -0.1
N -1.8036 3.3527 -1.9547 0.1 -0.1 0.2
H 3.7379 6.3096 -4.3043 0.0 0.0 0.0
H 2.6635 7.5662 -3.8723 0.0 0.0 0.0
H 3.5432 4.0747 -3.3933 0.0 0.0 0.0
H 2.4298 2.5815 -1.7664 0.0 0.0 0.0
H -0.2725 5.7141 -0.7077 0.0 0.0 0.0
H 0.8507 7.2368 -2.3076 0.0 0.0 0.0
H -3.1333 0.3905 -3.9206 0.0 0.0 0.0
H -4.0743 2.6813 -4.3396 0.0 0.0 0.0
H -3.0571 4.5725 -3.0167 0.0 0.0 0.0
```
Positions in Å, forces in eV/Å.

* total charge: +1
* lowest unoccupied orbital energy (alpha / beta): -3.32 / -4.12 eV
* relative energy (zero: lowest compared OMol25 entry of this formula, charge and spin): 0.525 eV
* E_HOMO (alpha / beta): -9.9 / -10.0 eV
* molar mass: 860.0 g mol⁻¹
* multiplicity: 2
* Kohn-Sham gap (alpha / beta): 6.62 / 5.84 eV
* <S²>: 0.756

# 2
# C39H31GeN2O4Pd

C39H31GeN2O4Pd as an isolated structure (ωB97M-V with the def2-TZVPD basis set, OMol25).

Structure (XYZ):
```
78
Properties=species:S:1:pos:R:3:forces:R:3
Pd 0.4497 0.1995 0.9023 0.9 -0.1 0.6
O 7.2692 0.4351 2.7207 0.0 -0.1 -0.1
C 6.8313 0.0275 1.6313 0.0 0.0 0.0
O 7.3882 -0.4846 0.6415 0.0 0.1 0.1
C 5.3103 0.2041 1.4664 0.1 0.1 0.0
C 4.7991 0.8036 0.3175 0.0 0.0 0.0
C 3.4396 0.9973 0.1992 -0.1 0.1 0.1
N 2.5819 0.5698 1.1297 0.1 -0.3 0.2
C 3.0555 -0.0513 2.2231 0.0 0.0 -0.1
C 4.4084 -0.2076 2.4461 0.0 0.1 0.0
C 2.0203 -0.6458 3.1705 -0.1 0.1 -0.1
O 2.3578 -0.9835 4.2851 -0.1 -0.1 0.1
O 0.8117 -0.7700 2.6830 0.1 -0.1 0.0
H 5.4720 1.1093 -0.4724 0.0 0.0 0.0
H 2.9958 1.4965 -0.6556 0.0 0.0 0.0
H 4.7467 -0.6517 3.3715 0.0 0.0 0.0
Ge -1.8685 -0.0686 0.5472 -1.1 -0.1 -0.3
C -2.7806 -1.4740 1.5783 0.2 0.0 0.2
C -3.8088 -2.2233 1.0082 0.0 0.1 0.0
C -4.5135 -3.1540 1.7610 0.0 0.0 0.0
C -4.1975 -3.3462 3.1003 0.0 0.0 0.0
C -3.1748 -2.6078 3.6834 0.0 0.0 -0.1
C -2.4679 -1.6814 2.9254 0.0 0.0 -0.1
C -2.9406 1.5446 0.9239 0.2 0.1 0.2
C -3.7053 2.1452 -0.0750 0.1 0.0 0.0
C -4.4429 3.2973 0.1798 0.0 0.0 0.0
C -4.4409 3.8547 1.4505 0.0 0.0 0.0
C -3.7051 3.2545 2.4658 0.0 0.0 0.0
C -2.9557 2.1173 2.1994 -0.1 0.0 -0.1
H -2.2838 -0.3565 -0.9216 0.2 0.0 0.0
H -4.0564 -2.0744 -0.0389 0.0 0.0 0.0
H -5.3110 -3.7305 1.3057 0.0 0.0 0.0
H -4.7456 -4.0731 3.6874 0.0 0.0 0.0
H -2.9285 -2.7548 4.7279 0.0 0.0 0.0
H -1.6460 -1.1315 3.3739 0.0 0.0 0.0
H -3.7309 1.6983 -1.0642 0.0 0.1 0.0
H -5.0205 3.7580 -0.6136 0.0 0.0 0.0
H -5.0057 4.7578 1.6490 0.0 0.0 0.0
H -3.7119 3.6779 3.4634 0.0 0.0 0.0
H -2.3718 1.6646 2.9951 0.0 0.0 0.0
N 0.1820 1.3493 -0.6408 0.1 -0.2 -0.9
C 0.0290 2.6027 -0.5958 -0.1 0.0 0.1
C -0.1798 3.4598 0.6281 0.1 0.0 -0.1
C -0.8816 4.6629 0.5379 -0.1 0.0 0.0
C -1.0981 5.4470 1.6617 0.0 0.0 0.0
C -0.6173 5.0449 2.8999 0.0 0.0 0.0
C 0.0874 3.8545 3.0031 0.0 0.0 0.0
C 0.3070 3.0778 1.8755 0.0 0.1 0.0
C -0.0072 3.3307 -1.9165 -0.1 0.1 0.2
C -1.0062 3.0352 -2.8354 0.0 0.0 -0.1
C -1.1196 3.7686 -4.0101 0.0 0.0 0.0
C -0.2247 4.7951 -4.2796 0.0 0.0 0.0
C 0.8006 5.0676 -3.3822 0.0 0.0 0.0
C 0.9043 4.3424 -2.2036 0.0 0.0 0.0
H -1.2819 4.9794 -0.4175 0.0 0.0 0.0
H -1.6450 6.3772 1.5644 0.0 0.0 0.0
H -0.7926 5.6518 3.7798 0.0 0.0 0.0
H 0.4755 3.5271 3.9592 0.0 0.0 0.0
H 0.9108 2.1870 1.9804 0.1 -0.1 0.0
H -1.6963 2.2294 -2.6154 0.0 0.0 0.0
H -1.9129 3.5425 -4.7126 0.0 0.0 0.0
H -0.3270 5.3848 -5.1821 0.0 0.0 0.0
H 1.5125 5.8559 -3.5941 0.0 0.0 0.0
H 1.6998 4.5586 -1.4989 -0.1 0.1 0.0
C 1.2468 -1.6201 -0.0200 -0.9 1.2 0.5
C 0.1729 -2.5730 -0.1970 0.0 -0.3 -0.1
C -0.1522 -3.4509 0.8440 0.1 0.0 0.1
C -1.1371 -4.4046 0.6731 0.0 -0.1 -0.1
C -1.8033 -4.5017 -0.5424 0.0 0.0 0.0
C -1.4969 -3.6284 -1.5804 0.0 -0.1 0.0
C -0.5235 -2.6626 -1.4064 0.1 0.1 0.0
H 1.6492 -1.1200 -0.8899 0.1 -0.1 -0.2
H 1.9393 -1.8189 0.7843 0.1 -0.2 -0.1
H 0.3675 -3.3562 1.7907 0.0 0.0 0.0
H -1.3977 -5.0655 1.4898 0.0 0.0 0.0
H -2.5778 -5.2469 -0.6724 0.0 0.0 0.0
H -2.0200 -3.7041 -2.5249 0.0 0.0 0.0
H -0.2879 -1.9627 -2.2004 0.0 0.0 0.0
```
Positions in Å, forces in eV/Å.

* total charge: -1
* lowest unoccupied orbital energy: 0.58 eV
* relative energy (zero: lowest compared OMol25 entry of this formula, charge and spin): 0.482 eV
* E_HOMO: -5.4 eV
* molar mass: 770.7 g mol⁻¹
* Kohn-Sham gap: 5.99 eV

# 3
# C39H32AlN5OP2S5Se2

C39H32AlN5OP2S5Se2 as an isolated structure (ωB97M-V with the def2-TZVPD basis set, OMol25).

Structure (XYZ):
```
87
Properties=species:S:1:pos:R:3:forces:R:3
Al -1.8633 -1.2332 2.5117 -0.8 -0.5 0.5
Se 4.2393 0.6200 2.0779 0.2 -0.2 0.1
P 3.0482 0.7515 0.3680 0.4 0.2 -0.4
C 3.8274 -0.0714 -1.0706 -0.2 0.3 0.2
C 3.9621 0.5255 -2.3216 -0.1 0.0 0.2
C 4.7089 -0.1040 -3.3035 0.0 0.0 -0.2
C 5.3172 -1.3226 -3.0503 0.0 0.1 0.0
C 5.1629 -1.9279 -1.8122 0.0 -0.1 0.0
C 4.4247 -1.3046 -0.8248 -0.1 0.0 0.1
C 2.8795 2.5144 -0.0616 0.0 -0.3 0.2
C 3.9835 3.1643 -0.6082 0.0 -0.1 -0.1
C 3.9686 4.5369 -0.7720 0.0 0.0 -0.1
C 2.8660 5.2716 -0.3630 0.0 0.1 0.0
C 1.7965 4.6356 0.2411 -0.1 0.0 0.1
C 1.8055 3.2611 0.4058 0.2 -0.1 0.0
C 1.3840 0.0430 0.6371 -0.1 0.0 -0.2
C 0.2350 -0.4396 -0.0280 0.2 0.3 -0.2
N -0.6105 -0.8212 0.9409 0.1 0.0 -0.3
N -0.0203 -0.5850 2.1077 0.1 0.0 -0.3
N 1.1501 -0.0778 1.9490 0.3 0.3 1.0
P -0.3177 -0.5455 -1.7535 0.0 0.0 -0.2
Se -2.4074 -0.4641 -1.9225 -0.2 0.0 -0.1
C 0.3689 0.9449 -2.5334 0.0 -0.3 0.1
C 0.9934 0.9609 -3.7732 0.0 0.0 0.1
C 1.3820 2.1716 -4.3231 0.0 0.0 -0.1
C 1.1240 3.3624 -3.6639 0.0 0.0 0.0
C 0.4426 3.3496 -2.4578 -0.1 0.1 -0.1
C 0.0648 2.1456 -1.8964 0.0 -0.1 0.0
C 0.4096 -2.0603 -2.4616 0.0 0.4 0.0
C 1.7354 -2.0986 -2.8804 -0.1 0.0 0.1
C 2.2398 -3.2439 -3.4681 0.1 0.0 -0.1
C 1.4398 -4.3637 -3.6189 0.0 0.0 0.0
C 0.1233 -4.3337 -3.1859 0.0 -0.1 0.0
C -0.3934 -3.1843 -2.6145 -0.2 0.0 0.0
H 3.4805 1.4702 -2.5347 0.0 0.0 0.0
H 4.8205 0.3704 -4.2679 0.0 0.0 -0.1
H 5.9184 -1.7919 -3.8149 0.0 -0.1 -0.1
H 5.6344 -2.8772 -1.6105 0.0 -0.1 0.0
H 4.3183 -1.7565 0.1534 0.1 0.0 0.0
H 4.8645 2.5962 -0.8790 0.0 0.0 0.0
H 4.8193 5.0370 -1.2116 0.1 0.0 0.0
H 2.8495 6.3426 -0.5018 0.0 0.1 0.0
H 0.9489 5.2100 0.5853 -0.1 0.1 0.1
H 0.9897 2.7639 0.9118 -0.1 0.0 0.0
H 1.1861 0.0416 -4.3067 0.0 -0.1 0.0
H 1.8879 2.1810 -5.2757 0.1 0.0 -0.1
H 1.4454 4.2987 -4.0962 0.0 0.1 0.0
H 0.2132 4.2800 -1.9594 0.0 0.0 0.0
H -0.4805 2.1250 -0.9601 0.0 0.0 0.0
H 2.3733 -1.2412 -2.7524 0.1 0.1 0.0
H 3.2634 -3.2493 -3.8117 0.1 0.0 0.0
H 1.8501 -5.2589 -4.0621 0.0 -0.1 -0.1
H -0.5009 -5.2069 -3.3069 -0.1 0.0 0.0
H -1.4265 -3.1486 -2.2933 0.0 0.0 0.0
S -1.5970 -4.1646 8.7783 0.0 -0.2 0.2
C -1.8720 -3.7878 7.2162 -0.1 0.1 -0.2
S -0.8160 -4.2522 5.9037 -0.3 0.3 0.2
C -1.6596 -3.3756 4.6458 -0.4 0.0 0.2
C -2.7917 -2.7407 5.0150 0.3 -0.2 0.3
S -3.7121 -1.7544 3.9361 -0.1 -0.1 -0.2
S -3.2537 -2.8565 6.6992 0.5 -0.2 -0.1
S -0.9893 -3.2925 3.0396 0.1 0.0 -0.3
N -7.8090 -2.9045 -1.3829 -0.3 -0.1 -0.2
C -6.8056 -2.5893 -0.9302 -0.3 -0.1 -0.3
C -5.5906 -2.1923 -0.3197 1.0 0.2 0.6
C -4.4976 -3.0585 -0.2493 -0.3 0.3 0.0
C -3.3906 -2.6533 0.4681 0.2 -0.1 0.0
N -3.3295 -1.4825 1.1012 -0.1 0.1 0.1
C -4.3424 -0.6268 0.9734 0.0 0.0 0.0
C -5.4910 -0.9328 0.2781 0.0 -0.2 -0.2
H -4.5213 -4.0224 -0.7355 0.0 0.0 0.1
H -2.5192 -3.2866 0.5768 -0.1 -0.1 0.0
H -4.2290 0.3249 1.4737 -0.1 0.0 0.0
H -6.3064 -0.2296 0.2088 0.0 0.0 0.0
C -3.4117 2.5451 3.7101 0.3 -0.1 -0.1
C -2.2311 3.0746 2.8992 -0.1 -0.1 0.0
C -1.6129 1.7913 2.3373 0.5 0.6 -0.7
O -2.1430 0.6868 3.0991 -0.1 -0.2 -0.3
C -2.8355 1.2440 4.2354 -0.8 0.2 0.8
H -4.2624 2.3371 3.0594 -0.1 0.0 0.0
H -3.7251 3.2200 4.5018 0.0 0.0 0.1
H -1.5233 3.5855 3.5527 0.0 0.0 0.0
H -2.5317 3.7603 2.1103 0.1 0.0 -0.1
H -0.5237 1.7981 2.4234 -0.1 -0.1 0.0
H -1.8975 1.6227 1.2953 0.1 0.0 0.0
H -2.1181 1.4228 5.0417 0.1 -0.1 -0.1
H -3.5864 0.5264 4.5625 0.3 0.1 0.0
```
Positions in Å, forces in eV/Å.

* lowest unoccupied orbital energy: -1.08 eV
* relative energy (zero: lowest compared OMol25 entry of this formula, charge and spin): 2.252 eV
* E_HOMO: -6.9 eV
* molar mass: 993.9 g mol⁻¹
* Kohn-Sham gap: 5.83 eV

# 4
# C39H32Cl2GaGeIO3P

C39H32Cl2GaGeIO3P as an isolated structure (ωB97M-V with the def2-TZVPD basis set, OMol25).

Structure (XYZ):
```
80
Properties=species:S:1:pos:R:3:forces:R:3
Ga -0.7901 -0.2233 1.2182 0.4 -0.1 0.3
I -1.1122 1.0111 3.5112 0.0 0.0 0.1
Cl -0.2679 -2.8725 -1.2008 0.1 0.0 0.0
C -1.6378 -3.4124 -0.2053 -0.2 0.0 -0.3
Cl -3.1673 -2.7156 -0.7967 0.2 0.0 0.1
C -1.4101 -3.1159 1.2840 -0.1 0.0 0.2
O -1.1986 -4.0926 1.9783 0.2 -0.1 0.1
O -1.5215 -1.9092 1.7047 -0.1 0.0 -0.2
H -1.7085 -4.4861 -0.3180 0.0 0.0 0.0
O 1.0496 -0.9455 1.7684 -0.1 0.0 0.0
P 2.4963 -1.1703 1.4580 0.1 0.0 0.0
C 2.7683 -2.8176 0.8057 -0.1 -0.1 0.0
C 3.5654 -3.0789 -0.3033 0.0 0.0 0.0
C 3.6898 -4.3807 -0.7716 0.0 0.0 0.0
C 3.0172 -5.4125 -0.1339 0.0 0.0 0.0
C 2.2184 -5.1531 0.9733 0.0 0.0 0.0
C 2.0924 -3.8584 1.4463 0.0 0.0 -0.1
C 3.4443 -1.0643 2.9789 0.0 0.0 0.1
C 4.7172 -1.6184 3.1023 0.0 0.0 0.0
C 5.4055 -1.5050 4.2993 0.0 0.0 0.0
C 4.8178 -0.8466 5.3739 0.0 0.0 0.0
C 3.5473 -0.3037 5.2552 0.0 0.0 0.0
C 2.8525 -0.4105 4.0570 0.1 0.0 0.0
C 3.1861 0.0016 0.2948 0.0 0.1 -0.1
C 2.4894 0.1910 -0.9013 0.0 0.0 0.0
C 2.9289 1.1475 -1.8032 0.0 0.0 0.0
C 4.0620 1.8995 -1.5247 0.0 0.0 0.0
C 4.7557 1.7129 -0.3365 0.0 0.0 0.0
C 4.3137 0.7694 0.5794 0.0 0.0 0.0
H 4.0737 -2.2676 -0.8094 0.0 0.0 0.0
H 4.3018 -4.5850 -1.6406 0.0 0.0 0.0
H 3.1006 -6.4233 -0.5135 0.0 0.0 0.0
H 1.6743 -5.9528 1.4580 0.0 0.0 0.0
H 1.4367 -3.6518 2.2838 0.0 0.0 0.0
H 5.1644 -2.1441 2.2662 0.0 0.0 0.0
H 6.3933 -1.9357 4.3995 0.0 0.0 0.0
H 5.3524 -0.7679 6.3124 0.0 0.0 0.0
H 3.0889 0.2001 6.0960 0.0 0.0 0.0
H 1.8522 -0.0033 3.9524 0.0 0.0 0.0
H 1.5565 -0.3320 -1.0918 0.0 0.0 0.0
H 2.3594 1.3248 -2.7062 0.0 0.0 0.0
H 4.3954 2.6517 -2.2290 0.0 0.0 0.0
H 5.6281 2.3139 -0.1145 0.0 0.0 0.0
H 4.8379 0.6395 1.5176 0.0 0.0 0.0
C -0.6222 0.6563 -0.4413 -0.3 0.3 0.1
Ge -2.2530 1.4503 -1.0210 0.2 -0.1 -0.2
C -3.1115 0.3213 -2.3886 0.0 0.0 -0.1
C -4.4896 0.1306 -2.4748 0.0 0.1 0.0
C -5.0414 -0.7233 -3.4241 0.0 0.0 0.0
C -4.2153 -1.3969 -4.3123 0.0 0.0 0.0
C -2.8394 -1.2146 -4.2451 0.0 0.0 0.0
C -2.2957 -0.3684 -3.2874 -0.1 0.0 0.0
C -3.6881 1.8581 0.2675 -0.1 0.1 0.1
C -4.2228 0.8339 1.0531 0.0 0.1 0.0
C -5.1671 1.0958 2.0363 0.0 0.0 -0.1
C -5.5971 2.3974 2.2561 0.0 0.0 0.0
C -5.0790 3.4292 1.4866 0.0 0.0 0.0
C -4.1354 3.1586 0.5018 -0.1 -0.1 0.0
C -1.7685 3.1570 -1.8878 0.1 0.1 0.0
C -1.9000 3.3712 -3.2588 -0.1 0.0 0.0
C -1.3908 4.5152 -3.8660 0.0 0.0 0.0
C -0.7385 5.4733 -3.1046 0.0 0.0 0.0
C -0.6004 5.2823 -1.7349 0.0 0.0 0.0
C -1.1054 4.1347 -1.1374 0.0 0.0 -0.1
H -0.0203 1.5312 -0.1317 0.1 0.0 -0.1
H -5.1451 0.6499 -1.7837 0.0 0.0 0.0
H -6.1149 -0.8676 -3.4654 0.0 0.0 0.0
H -4.6408 -2.0677 -5.0495 0.0 0.0 0.0
H -2.1893 -1.7476 -4.9296 0.0 0.0 0.0
H -1.2193 -0.2637 -3.2007 0.0 0.0 0.0
H -3.8856 -0.1896 0.9101 0.0 0.0 0.0
H -5.5557 0.2846 2.6401 0.0 0.0 0.0
H -6.3229 2.6082 3.0322 0.0 0.0 0.0
H -5.4053 4.4486 1.6571 0.0 0.0 0.0
H -3.7434 3.9763 -0.0925 0.0 0.0 0.0
H -2.4112 2.6319 -3.8666 0.0 0.0 0.0
H -1.5047 4.6569 -4.9346 0.0 0.0 0.0
H -0.3342 6.3615 -3.5756 0.0 0.0 0.0
H -0.0915 6.0255 -1.1321 0.0 0.0 0.0
H -0.9737 3.9933 -0.0691 0.0 0.0 0.0
```
Positions in Å, forces in eV/Å.

* total charge: -1
* lowest unoccupied orbital energy: 2.28 eV
* relative energy (zero: lowest compared OMol25 entry of this formula, charge and spin): 0.137 eV
* E_HOMO: -3.7 eV
* molar mass: 919.8 g mol⁻¹
* Kohn-Sham gap: 6.02 eV